Entry from the Open Molecules 2025 dataset: a molecular structure, C42H50N3O5S2Y (ωB97M-V/def2-TZVPD).

Summary:
Energy above the lowest of the compared OMol25 structures with the same formula, charge and spin   13.8 kcal per mole

The geometry in ORCA input format:
```
! wB97M-V def2-TZVPD RIJCOSX def2/J DEFGRID3
* xyz 0 1
Y -0.54426 0.54641 -0.46532
C 0.94280 1.30138 -2.56015
C -0.19031 2.15457 -2.56557
C -1.33496 1.30975 -2.77890
C -0.84116 -0.01151 -2.92568
C 0.55822 -0.02522 -2.81205
C 1.48400 -1.18364 -3.13901
C 0.78122 -2.52563 -2.94533
C 1.87438 -1.03673 -4.61915
C 2.75747 -1.15381 -2.29422
C -2.81520 1.57259 -3.10500
C -3.44743 2.78592 -2.42504
C -2.94346 1.72899 -4.62976
C -3.66698 0.35873 -2.69703
C -0.01945 3.68198 -2.49314
C -0.48562 4.34276 -3.79648
C 1.46845 4.03658 -2.33222
C -0.71818 4.32310 -1.29305
H 1.95960 1.62597 -2.42080
H -1.45144 -0.87103 -3.15157
H -0.05138 -2.65414 -3.63809
H 0.38538 -2.63577 -1.93295
H 1.48359 -3.34357 -3.11894
H 0.98689 -1.02059 -5.25333
H 2.50953 -1.86771 -4.93682
H 2.42048 -0.10670 -4.78472
H 2.54552 -1.34466 -1.24074
H 3.27073 -0.19417 -2.36690
H 3.45062 -1.92565 -2.63620
H -2.98602 3.72668 -2.70604
H -3.41835 2.71424 -1.33364
H -4.49915 2.83904 -2.71511
H -2.37546 2.57885 -5.00557
H -3.99097 1.86549 -4.91131
H -2.56967 0.83376 -5.12784
H -3.52520 0.05532 -1.65614
H -3.45774 -0.51444 -3.31348
H -4.72148 0.60508 -2.83561
H 0.03688 3.91470 -4.65397
H -0.26198 5.41194 -3.75981
H -1.55221 4.23697 -3.97514
H 2.06925 3.69450 -3.17504
H 1.88232 3.61072 -1.41562
H 1.56429 5.12367 -2.27451
H -1.78529 4.13218 -1.24895
H -0.56360 5.40477 -1.30883
H -0.28554 3.93898 -0.36895
O 2.57750 -3.80817 2.93636
C 1.90644 -2.92696 2.16062
C 0.66509 -3.21842 1.60207
C 0.06787 -2.24228 0.83111
N 0.66569 -1.07796 0.60525
C 1.81624 -0.76645 1.19841
C 2.49376 -1.67323 1.98006
C 2.21003 0.70355 1.08255
O 3.25782 1.08117 1.57730
O 1.30035 1.42449 0.52075
C -1.35993 -2.34875 0.29512
O -1.92520 -3.41761 0.34205
O -1.80390 -1.21214 -0.14389
H 2.07146 -4.62642 3.01007
H 0.14607 -4.15271 1.77048
H 3.42442 -1.40547 2.45643
S -0.95662 -0.00133 3.34026
C -0.17590 1.43830 3.21503
N 0.97135 1.74574 3.81559
C 1.52268 3.08692 3.72194
C 0.38923 4.04769 3.91743
N -0.57710 3.82287 2.82695
C -1.25985 5.02265 2.31781
C -0.31750 6.14472 1.94254
C -0.76315 7.45384 2.07768
C 0.03530 8.51786 1.68223
C 1.29849 8.28080 1.16075
C 1.75649 6.97600 1.03699
C 0.95172 5.91518 1.42210
C -0.85697 2.60609 2.41027
S -2.00391 2.27561 1.22228
C 1.71024 0.80205 4.66246
C 1.65941 1.22786 6.10392
C 2.80155 1.66225 6.76097
C 2.73906 2.07073 8.08911
C 1.52821 2.05196 8.76121
C 0.37858 1.61631 8.10905
C 0.44449 1.20491 6.78860
H 2.01059 3.21277 2.75220
H 2.26872 3.20821 4.50638
H 0.73870 5.07335 3.83749
H -0.10524 3.91589 4.88262
H -1.94918 5.35536 3.09836
H -1.85386 4.71500 1.45760
H -1.74459 7.64543 2.49494
H -0.32876 9.53070 1.78864
H 1.92643 9.10720 0.85702
H 2.74043 6.77975 0.63249
H 1.31700 4.90225 1.30834
H 2.73254 0.76307 4.28506
H 1.24791 -0.17317 4.52371
H 3.74701 1.67586 6.23155
H 3.63693 2.40267 8.59286
H 1.47685 2.37230 9.79324
H -0.56627 1.59002 8.63482
H -0.44546 0.85559 6.27806
*
```

***

Entry from the Open Molecules 2025 dataset: 10 unconnected molecules or ions with the total composition C42H50N6O14 in a non-equilibrium geometry (ωB97M-V/def2-TZVPD).

The geometry in ORCA input format:
```
! wB97M-V def2-TZVPD RIJCOSX def2/J DEFGRID3
* xyz 0 1
O -27.99730 11.22882 10.89443
C -28.14616 12.62437 10.66439
C -27.20579 13.50505 10.15367
C -27.33781 14.86465 9.87063
C -28.58235 15.37403 10.14013
O -28.82770 16.71141 10.01328
C -29.67290 14.44455 10.49749
C -29.42378 13.05259 10.81321
H -27.12196 10.84018 10.96019
H -26.21039 13.12534 9.97646
H -26.51866 15.52463 9.62604
H -28.07187 17.25007 10.25858
H -30.66561 14.83439 10.32732
H -30.18655 12.38371 11.18358
O -19.34563 10.56205 13.77229
C -20.63615 10.23772 13.93449
C -21.09729 9.30158 14.90020
C -22.56110 9.03554 15.01055
C -23.38955 9.85427 14.20768
O -24.69443 9.61799 14.27798
C -22.94864 10.73353 13.28200
C -21.59076 10.91860 13.16304
H -19.17390 11.07740 12.98076
H -20.41737 8.68705 15.47157
H -22.88803 8.35501 15.78281
H -24.81332 8.70917 14.56349
H -23.68776 11.22067 12.66328
H -21.26464 11.68514 12.47568
O -27.86677 9.10666 7.21858
C -28.41320 9.42754 6.04567
C -27.54165 9.95123 5.10098
C -28.09159 10.40893 3.90906
C -29.45650 10.46970 3.65872
O -29.98946 11.20862 2.65556
C -30.35511 9.78941 4.59807
C -29.82115 9.38586 5.83121
H -28.51257 9.21136 7.92114
H -26.48163 10.05680 5.27878
H -27.40146 10.92354 3.25693
H -30.82775 10.84872 2.35667
H -31.39439 9.83242 4.30747
H -30.45156 8.89595 6.55852
O -31.61319 2.66207 12.23682
C -30.74839 3.14971 11.33829
C -30.19867 4.44101 11.56052
C -29.56588 5.11055 10.51033
C -29.25031 4.42035 9.37143
O -28.27466 4.88377 8.45416
C -29.83309 3.17703 9.08415
C -30.63205 2.60361 10.09725
H -32.52910 2.87432 12.04279
H -30.51324 4.89497 12.48862
H -29.11462 6.06667 10.73077
H -28.31565 5.80536 8.18846
H -29.56299 2.72860 8.13951
H -31.08548 1.62442 10.05251
O -22.06773 7.74469 2.57806
C -22.38057 6.77326 3.54302
C -23.73057 6.58295 3.87515
C -23.99355 5.58782 4.83049
C -23.07108 4.86824 5.50693
O -23.48531 4.05743 6.49904
C -21.75825 4.90671 5.00215
C -21.40834 5.91798 4.08153
H -22.31360 7.43112 1.70466
H -24.60200 7.06547 3.45778
H -25.00652 5.62825 5.20285
H -24.41314 3.90538 6.30513
H -21.07349 4.21255 5.46651
H -20.35118 5.98230 3.87016
O -18.05320 6.28729 13.34547
C -17.40442 5.86639 14.51664
C -16.24431 6.58268 14.90674
C -15.77178 6.41703 16.20350
C -16.28500 5.39397 17.01699
O -15.63637 4.96630 18.14887
C -17.33722 4.58735 16.55091
C -17.90974 4.84758 15.27223
H -18.97353 6.38507 13.60049
H -15.83319 7.33665 14.25182
H -14.97675 7.01998 16.61674
H -14.80988 5.45317 18.18722
H -17.79300 3.85547 17.20131
H -18.86106 4.37006 15.08951
N -18.80564 0.38086 8.44431
C -19.90157 0.92834 8.85623
N -19.72781 2.20730 9.18127
O -20.84309 0.23144 9.18607
H -18.04637 0.54091 9.09083
H -18.97314 -0.55876 8.11390
H -18.88900 2.63362 8.81418
H -20.39360 2.65045 9.79807
N -23.07959 3.78303 16.52743
C -22.72552 2.61370 17.02960
N -22.42717 2.68922 18.28875
O -22.73730 1.61424 16.34866
H -23.06807 4.60988 17.10732
H -23.08104 3.88171 15.52225
H -22.54893 3.53015 18.83475
H -22.07212 1.78993 18.58085
C -23.41921 12.79272 5.14910
C -22.99111 12.07496 6.37636
N -22.66611 11.47369 7.31205
H -23.67800 12.08329 4.36308
H -22.57769 13.41626 4.84720
H -24.33510 13.36862 5.28172
C -23.79364 7.31279 9.55581
C -23.26323 6.56751 10.69838
N -22.85435 5.92178 11.58968
H -23.32775 7.13856 8.58591
H -23.54561 8.29578 9.95619
H -24.87557 7.18196 9.53557
*
```

***

LUMO level / eV: -0.9 0.0